[1]
Entry from the Open Molecules 2025 dataset: C28H43Cl2IN3O4PS as an isolated structure at a distorted geometry (wB97M-V/def2-TZVPD).

Geometry as XYZ:
```
83
Properties=species:S:1:pos:R:3:forces:R:3:mulliken_charge:R:1
C 1.445026 -2.262549 -1.070675 -0.9 1.1 -0.4 -0.972
C 0.019467 -2.487046 -0.960177 1.4 -1.7 0.5 -0.520
N -0.975595 -1.564322 -0.370469 3.4 0.6 -1.1 1.335
C -0.685170 -0.968391 0.932337 -1.5 0.0 -1.6 -1.059
N 0.322787 -1.193292 1.770583 -2.0 0.5 -0.9 0.517
C 0.479409 -0.486744 3.100188 -0.1 -0.7 1.2 -0.617
C 2.012998 -0.146483 3.436271 -0.6 -0.1 0.2 -0.280
C 2.024738 1.336630 4.099780 -0.1 -1.4 0.8 -0.414
C 3.292066 1.568257 5.073021 -2.0 -0.7 -1.7 -0.683
C 4.614315 1.125387 4.263389 -0.4 0.4 1.0 -0.826
C 4.734389 1.764706 2.794314 1.9 -1.2 0.0 -0.256
O 4.201033 3.114806 2.685816 -1.3 0.1 -2.9 -0.213
C 4.069137 3.504240 1.331807 2.2 -1.2 -1.7 0.658
C 2.953142 4.580162 0.919344 1.0 0.0 0.7 -0.743
O 4.843063 3.048117 0.431587 -3.0 1.4 3.3 -0.578
N -1.832114 -0.054170 1.139081 1.4 -1.0 -1.1 0.808
C -3.065382 -0.628072 1.763023 -1.0 -0.1 2.0 -0.477
C -2.807933 -1.864153 2.755564 -1.2 -0.4 0.1 -0.755
C -2.769492 -3.306062 2.048981 1.0 -1.0 0.7 -0.512
C -3.895782 -4.324365 2.567772 -3.0 -0.4 1.3 0.515
O -5.017065 -4.000235 3.003693 4.2 -0.7 -1.6 -0.524
O -3.589785 -5.734385 2.548238 1.1 3.4 -1.0 -0.473
C -1.985391 0.562042 -0.235749 -0.2 0.5 0.2 -1.224
I -0.124124 1.780274 -0.288904 -0.4 0.1 0.0 0.206
C -3.295063 1.466709 -0.397257 -0.7 -1.0 -0.7 0.216
Cl -3.518121 2.653598 1.018144 0.4 -1.1 -1.2 -0.136
C -3.438916 2.226223 -1.800855 -0.7 1.0 0.0 -0.306
C -2.745421 3.675423 -1.876227 0.8 0.0 -0.9 -1.037
C -1.710220 -0.628845 -1.328477 -0.2 0.0 1.2 0.390
C -0.890872 -0.185846 -2.669671 0.2 -0.5 -0.8 -0.563
C -1.181936 -1.134816 -3.940801 1.6 0.4 -1.1 -0.301
C -0.043876 -0.909044 -5.075091 2.5 0.1 -1.9 0.005
C -0.233094 -0.038011 -6.337543 3.6 -1.8 0.4 -0.415
C 0.947575 0.048225 -7.372314 0.9 -2.1 2.4 -0.504
C 2.297067 -0.724042 -7.165880 -2.5 -0.5 2.7 -0.347
C 2.496342 -1.591921 -5.888376 -3.9 2.2 -0.6 -0.619
C 1.304183 -1.647281 -4.894927 0.2 1.2 -2.2 -0.159
P -3.213199 -1.751485 -1.782677 -1.3 0.7 -1.2 0.054
S -4.556626 -0.862969 -2.872207 -0.1 0.1 0.1 -0.305
H 2.244067 -2.648389 -0.349163 -1.0 -1.2 -2.2 0.338
H 1.830131 -1.588363 -1.925571 -0.6 0.6 2.6 0.106
H -0.380269 -3.509247 -1.325514 0.4 1.2 2.1 0.255
H 1.064169 -1.872248 1.537484 -0.7 0.6 -0.2 0.234
H 0.098252 -1.243902 3.890338 0.6 1.2 -1.2 0.198
H -0.234874 0.400169 3.150210 1.2 -1.1 -0.5 0.501
H 2.702470 -0.233981 2.522143 -1.2 0.3 1.1 0.049
H 2.376107 -0.959784 4.173845 -0.5 1.5 -1.0 0.266
H 1.083429 1.367705 4.776933 1.3 0.2 -1.2 0.484
H 1.929590 2.104748 3.260140 0.2 -0.9 1.2 0.055
H 3.285061 2.729156 5.358782 0.1 -2.9 -0.6 0.194
H 3.101743 0.916661 6.011684 0.6 1.0 -1.5 0.300
H 5.511373 1.446292 4.886636 -1.3 -0.3 -0.9 0.419
H 4.635992 -0.032572 4.228915 0.0 1.7 -0.5 0.263
H 4.278495 1.100983 1.966981 0.5 1.1 1.3 0.129
H 5.861852 1.827842 2.543420 -1.8 -0.2 0.3 0.339
H 1.897163 4.259913 1.204946 1.5 0.4 -0.1 0.096
H 3.019753 4.730340 -0.207953 0.0 -0.3 1.6 0.273
H 3.250977 5.561369 1.443310 -0.8 -1.5 -0.7 0.308
H -3.514003 0.213936 2.417672 0.8 -1.3 -1.2 0.460
H -3.892114 -0.912477 1.025060 1.4 0.3 0.8 0.114
H -3.713578 -1.883728 3.476146 1.4 0.1 -1.2 0.598
H -1.886857 -1.762947 3.418472 -1.2 0.2 -1.1 0.103
H -1.756390 -3.786596 2.344656 -1.5 0.6 -0.6 0.364
H -2.781536 -3.290077 0.908585 -0.2 0.1 1.5 0.225
H -2.703528 -5.757205 2.099887 -1.0 -0.5 0.6 0.346
H -4.207018 0.758768 -0.318891 1.5 1.1 -0.1 0.387
H -4.572379 2.403169 -1.952860 1.8 -0.5 0.4 0.433
H -3.113510 1.604700 -2.710001 -0.4 0.6 1.8 0.066
H -3.496044 4.522900 -2.049282 1.0 -1.4 0.4 0.290
H -2.083506 3.944258 -0.989473 -1.1 -0.4 -1.1 0.251
H -2.043367 3.654180 -2.797496 -1.1 0.2 1.5 0.249
H 0.252225 -0.228167 -2.503119 -2.0 0.0 0.1 0.340
H -1.118398 0.883162 -2.993070 0.1 -1.4 0.8 0.363
H -1.044302 -2.215614 -3.593967 -0.5 1.4 -0.7 0.223
H -2.174547 -0.930517 -4.466156 1.2 -0.5 1.2 0.422
H -1.194721 0.533832 -6.536596 1.4 -0.9 0.3 0.328
H 0.872429 0.648029 -8.348851 -0.1 -1.0 1.8 0.299
H 3.154904 -0.694380 -7.930888 -1.7 0.1 1.2 0.308
H 3.447516 -2.188931 -5.663154 -1.6 1.1 -0.5 0.320
H 1.450093 -2.318354 -3.970140 -0.4 1.1 -1.6 0.192
H -2.778915 -2.917266 -2.533817 0.4 0.6 1.2 0.171
H -3.875915 -2.268610 -0.620248 1.1 0.1 -0.2 0.181
Cl 4.736421 3.670971 5.785308 1.8 2.4 1.1 -0.728
```
Positions in Å, forces in eV/Å.

## Properties
LUMO   -3.2 eV
Spin multiplicity   1
Gap between HOMO and LUMO   2.22 eV

[2]
Entry from the Open Molecules 2025 dataset: C28H43Cl2N6PTi as an isolated structure at a distorted geometry (wB97M-V/def2-TZVPD).

Geometry as XYZ:
```
81
Properties=species:S:1:pos:R:3:forces:R:3:mulliken_charge:R:1
Ti -0.350292 -2.012361 -0.634024 0.2 1.2 -0.9 -0.547
C -2.053294 -1.110470 -0.234471 -0.5 0.1 -0.1 -0.162
C -3.106275 -0.551401 0.044861 0.1 0.0 0.1 0.344
C -4.311826 0.134241 0.401867 0.1 0.0 -0.1 0.700
C -4.411931 0.754820 1.651374 0.0 0.0 0.0 -0.231
C -5.567286 1.438781 1.988057 0.0 0.0 0.0 -0.719
C -6.624040 1.507260 1.088064 0.0 0.0 0.0 -0.452
C -6.528915 0.887557 -0.151260 0.0 0.0 0.0 -0.595
C -5.377980 0.200438 -0.499380 0.0 0.0 0.0 -0.484
H -3.587885 0.689738 2.350109 0.0 0.0 0.0 0.416
H -5.646993 1.917168 2.955357 0.0 0.0 0.0 0.428
H -7.525875 2.042908 1.355863 0.0 0.0 0.0 0.425
H -7.354492 0.938745 -0.848517 0.0 0.0 0.0 0.425
H -5.296822 -0.282518 -1.463939 0.0 0.0 0.0 0.463
C -1.349074 -5.289501 3.914713 0.0 0.0 -0.1 -0.848
N -1.281084 -4.730486 2.556981 -0.1 -0.2 0.2 0.134
C -1.971770 -5.191739 1.456857 0.1 0.0 0.2 -0.509
C -1.591848 -4.413637 0.417090 0.1 0.0 0.2 -0.652
N -0.670765 -3.478085 0.871993 0.1 -0.1 0.0 0.381
C -0.519049 -3.709164 2.166926 0.0 0.0 0.0 -0.332
H -2.307318 -5.783215 4.039951 0.0 0.0 0.0 0.330
H -1.267479 -4.487486 4.642908 0.0 0.0 0.0 0.349
H -0.549032 -6.008841 4.066457 0.0 0.0 0.0 0.328
H -2.662264 -6.016502 1.510553 0.0 0.0 0.0 0.466
H -1.939861 -4.451535 -0.601941 0.0 0.0 0.0 0.377
H 0.124317 -3.157188 2.832794 0.0 0.0 0.0 0.412
N 0.566264 -0.670440 -1.229103 -0.4 -0.8 0.8 0.256
P 1.253589 0.714622 -0.723588 0.4 0.2 0.2 -1.850
N 2.015995 0.372310 0.714949 0.0 -0.2 0.0 0.657
C 3.363504 -0.228921 0.628825 -0.1 0.0 0.1 -0.068
C 4.027581 -0.212927 1.997178 -0.1 0.1 0.0 -0.955
C 3.171348 -0.958388 3.020027 0.0 0.0 0.0 -0.864
C 1.753953 -0.392080 3.044518 0.1 0.1 0.0 -1.044
C 1.159075 -0.355779 1.645380 0.1 0.0 0.0 -0.495
N 0.182266 1.871272 -0.390744 -0.3 0.0 -0.1 1.633
C -0.874865 2.111203 -1.414169 0.1 0.1 0.1 -0.336
C -1.380397 3.538736 -1.304835 0.0 0.0 0.1 -0.932
C -2.015061 3.790986 0.072424 0.0 0.0 0.0 -0.645
C -1.286472 3.008724 1.180734 0.0 0.0 0.0 -0.330
C 0.160711 2.749209 0.796636 -0.1 0.0 -0.1 -0.774
N 2.298679 1.197337 -1.854985 0.1 -0.1 -0.3 1.029
C 2.760243 2.603048 -1.920759 0.0 -0.1 0.0 -0.213
C 2.987457 2.985560 -3.373355 0.0 -0.1 0.0 -0.943
C 4.129089 2.153323 -3.980053 0.0 0.0 0.0 -0.606
C 4.221442 0.768227 -3.317852 0.0 0.0 0.0 -0.808
C 2.851446 0.274384 -2.877859 0.0 0.2 0.1 -0.541
H 3.950843 0.320885 -0.102936 0.0 0.1 0.0 0.109
H 3.281756 -1.271162 0.279217 0.0 0.0 0.0 0.197
H 4.156502 0.826951 2.309549 0.0 0.0 0.0 0.352
H 5.019016 -0.659443 1.924980 0.0 0.0 0.0 0.421
H 3.616864 -0.891532 4.012396 0.0 0.0 0.0 0.458
H 3.138111 -2.023603 2.757685 0.0 0.0 0.0 0.241
H 1.769652 0.633940 3.422607 0.0 0.0 0.0 0.436
H 1.106627 -0.968637 3.709818 0.0 0.0 0.0 0.426
H 0.156601 0.072504 1.647370 -0.1 0.1 0.0 0.393
H 1.069862 -1.416682 1.296610 0.0 -0.1 -0.1 -0.077
H -1.697923 1.408857 -1.267189 0.0 0.0 0.0 -0.105
H -0.457751 1.927168 -2.406955 0.1 0.0 0.0 0.516
H -2.105618 3.714705 -2.099355 0.0 0.0 0.0 0.425
H -0.552250 4.230927 -1.480457 0.0 0.0 0.0 0.296
H -3.068078 3.503841 0.054633 0.0 0.0 0.0 0.317
H -1.985194 4.858583 0.290856 0.0 0.0 0.0 0.329
H -1.774840 2.043634 1.348380 0.0 0.0 0.0 -0.197
H -1.317982 3.554482 2.124267 0.0 0.0 0.0 0.591
H 0.715665 2.279993 1.602783 0.0 -0.1 0.0 0.381
H 0.665397 3.694844 0.573213 0.0 0.0 0.0 0.346
H 3.686790 2.722573 -1.350076 0.0 0.0 0.0 0.249
H 2.006547 3.238051 -1.457193 0.0 0.0 0.0 0.158
H 3.207529 4.050252 -3.438738 0.0 0.0 0.0 0.458
H 2.057122 2.820362 -3.922637 0.0 0.0 0.0 0.280
H 5.077291 2.675689 -3.854719 0.0 0.0 0.0 0.324
H 3.971419 2.044607 -5.053394 0.0 0.0 0.0 0.315
H 4.878216 0.806904 -2.444500 0.0 0.0 0.0 0.219
H 4.658853 0.042287 -4.002909 0.0 0.0 0.0 0.433
H 2.917251 -0.729557 -2.460255 0.0 0.0 0.1 0.355
H 2.176882 0.232083 -3.737900 0.0 0.0 0.0 0.358
Cl 1.376639 -3.756776 -1.590176 0.2 -0.4 -0.3 -0.012
C 0.461952 -3.876321 -3.117031 0.0 0.1 0.1 -0.327
Cl -1.011075 -2.872006 -2.966074 -0.1 -0.1 0.0 -0.045
H 0.166147 -4.905086 -3.266316 0.0 -0.1 0.0 0.397
H 1.064461 -3.491245 -3.928168 0.0 0.1 0.0 0.365
```
Positions in Å, forces in eV/Å.

## Properties
Relative energy (zero: lowest compared OMol25 entry of this formula, charge and spin)   78.75 kJ/mol
LUMO   -6.7 eV
Spin multiplicity   1
Gap between HOMO and LUMO   6.58 eV
Charge   +2